# C11H21AgO13S

A molecular structure, C11H21AgO13S at a distorted geometry (ωB97M-V/def2-TZVPD, the Open Molecules 2025 dataset).

```
47
Properties=species:S:1:pos:R:3:lowdin_spin:R:1
Ag 1.45326 -1.71405 0.21958 0.46
S 0.69472 -4.95901 1.40299 0.00
O 0.95418 -2.64757 -1.84911 0.26
O 0.57727 -3.47923 1.22280 0.06
O -1.70163 1.34731 0.52149 0.00
O 0.17607 -5.35874 2.71097 0.01
O 0.09256 -5.65897 0.28921 0.00
O -2.68925 -0.44803 1.37810 0.00
O 1.88088 -0.86935 2.30462 0.05
O 2.04943 2.49113 -1.58170 0.00
O 2.17352 -5.15253 1.31452 0.00
O 0.09940 1.45991 -1.87649 0.00
O 3.59003 -2.64385 -0.37143 0.10
O 1.83040 0.36123 -0.95558 0.00
O -0.66947 -0.63568 0.38625 0.00
C 1.45557 0.18852 3.05105 0.01
C -4.33096 0.55116 2.86072 0.00
C -3.62458 0.59418 1.51635 0.00
C 1.38254 1.33069 -1.43841 0.00
C -1.35500 3.37562 -1.89453 0.00
C -2.78125 1.84999 1.30636 0.00
C 0.39376 -1.97287 -2.90015 0.02
C 1.20018 3.50059 -2.09480 0.00
C 4.79732 -2.37391 -0.90716 0.01
C -0.09512 2.74497 -2.47078 0.00
C -1.60610 0.02022 0.69769 0.00
H -2.46042 2.33269 2.23009 0.00
H 0.40614 -0.88967 -2.67614 0.01
H 5.00675 -1.32562 -1.21519 0.00
H -1.39530 3.44962 -0.81097 0.00
H -3.37300 2.57926 0.74639 0.00
H -0.62817 -2.29119 -3.16166 0.00
H 0.43875 0.56566 2.80462 0.00
H 1.45813 -0.06135 4.13519 0.00
H 2.13245 1.07286 2.99034 0.00
H -4.92497 1.45318 3.04016 0.00
H -3.66901 0.38684 3.70694 0.00
H 5.65001 -2.57215 -0.20175 0.00
H -0.20130 2.71789 -3.55658 0.00
H -2.24245 2.85188 -2.25977 0.00
H -1.42242 4.38694 -2.31617 0.00
H 0.98000 4.16663 -1.26108 0.00
H -5.10025 -0.22739 2.82515 0.00
H 1.57522 4.00069 -2.98542 0.00
H 5.12660 -3.01493 -1.76119 0.00
H 1.03879 -1.99553 -3.80435 0.01
H -4.34328 0.51196 0.68884 0.00
```

Properties
largest force on an atom: 4.89 eV/Å
multiplicity: 2
E_LUMO (spin up / spin down): 5.161 / 5.174 eV
net charge: -3
E_HOMO (spin up / spin down): 0.132 / 0.136 hartree
HOMO-LUMO gap (spin up / spin down): 0.0578 / 0.0537 Eh
energy above the lowest of the compared OMol25 structures with the same formula, charge and spin: 30.84 kJ/mol

# C11H21Cl3N2O5

4 unconnected molecules or ions with the total composition C11H21Cl3N2O5 at a distorted geometry (ωB97M-V/def2-TZVPD, the Open Molecules 2025 dataset).

```
42
Properties=species:S:1:pos:R:3:mulliken_charge:R:1
Cl 10.53296 10.86026 11.18779 -0.13
Cl 11.71138 9.17878 9.05091 -0.18
Cl 10.24303 8.02907 11.36725 -0.09
O 7.29895 7.75349 17.03289 -0.37
O 6.75666 6.83182 12.19370 -0.67
O 6.25755 8.74924 15.33229 -0.34
O 5.09596 8.18167 17.14477 -0.57
O 8.45668 7.59816 8.07435 -0.54
N 9.47302 8.16627 6.11021 -0.16
N 6.42862 6.77056 9.89919 -0.12
C 8.38400 8.29462 16.19846 0.43
C 7.66479 8.67106 14.90314 -0.12
C 6.82326 8.90727 11.04614 -0.48
C 6.65882 7.38360 11.10163 0.71
C 10.41941 9.39546 10.32116 0.71
C 6.14494 8.28865 16.57216 0.63
C 9.51057 5.83864 6.78414 -1.19
C 9.48777 7.27680 15.85528 -1.07
C 6.23022 5.33767 9.79575 -0.97
C 9.13565 9.58102 6.25899 -0.71
C 9.04617 7.25556 7.05900 0.70
H 6.96536 4.80355 10.36051 0.30
H 10.20607 7.96180 15.17382 0.25
H 9.90305 10.19033 5.77537 0.30
H 7.90168 9.66855 14.54395 0.19
H 6.80988 9.25890 9.96132 0.11
H 9.11079 6.46060 15.21183 0.33
H 6.23892 7.37444 9.10987 0.26
H 8.70688 9.25844 16.63828 0.25
H 5.90940 9.39366 11.45903 0.34
H 5.20477 5.04714 10.06144 0.32
H 8.87763 5.19534 7.36750 0.26
H 9.03478 9.78221 7.30187 0.12
H 9.53444 5.57659 5.73154 0.42
H 10.48286 5.66038 7.21121 0.28
H 7.75899 7.89048 14.17705 0.06
H 6.38131 5.01710 8.70690 0.30
H 9.89136 7.69034 5.33278 0.19
H 7.68028 9.11921 11.65365 -0.06
H 9.49889 9.45652 9.75583 -0.36
H 8.27707 9.84879 5.75209 0.35
H 10.03178 6.91186 16.79588 0.32
```

Properties
largest force on an atom: 2.67 eV/Å
multiplicity: 1
E_LUMO: 0.311 eV
net charge: 0
E_HOMO: -0.347 hartree
SMILES: C[C@H]1COC(=O)O1.ClC(Cl)Cl.CNC(C)=O.CNC(C)=O
HOMO-LUMO gap: 0.3587 Eh

# C11H21F3N3O3S

2 unconnected molecules or ions with the total composition C11H21F3N3O3S at a distorted geometry (ωB97M-V/def2-TZVPD, the Open Molecules 2025 dataset).

```
42
Properties=species:S:1:pos:R:3:mulliken_charge:R:1
S 3.39191 0.82453 -1.98358 1.07
F 3.46439 1.80064 0.52494 -0.13
F 2.15227 -0.08396 0.21948 -0.14
F 4.42687 -0.32236 0.31837 -0.18
O 2.24974 1.79065 -2.24784 -0.52
O 4.68451 1.34209 -2.53158 -0.54
O 2.80532 -0.54637 -4.13823 -0.18
N 2.86374 -0.70220 -2.75849 -0.01
N 0.19054 -0.66787 -4.55864 -0.26
N -2.20636 0.19092 1.98819 0.08
C -4.31119 -0.09985 0.55924 -0.96
C -3.47027 2.32564 2.59522 -0.97
C 1.66955 -3.10827 -1.04340 -0.64
C 1.40460 -0.59379 -4.50939 0.44
C -2.66249 1.10650 3.03051 -0.67
C 3.71905 -1.88507 -2.34660 -0.45
C 3.39596 0.54261 -0.13234 0.68
C 3.08504 -2.78186 -1.18594 -0.16
C -0.12317 1.48517 1.48920 -1.32
C -3.23270 -0.70624 1.45721 -0.64
C -1.35628 0.76712 0.95234 -0.26
H -1.91263 1.45766 0.30705 0.23
H 0.50003 1.82174 0.65561 0.27
H -3.05346 2.81943 1.71361 0.26
H -4.51179 2.07347 2.39355 0.28
H 1.17900 -4.06515 -1.43018 0.30
H 4.76111 -1.51734 -1.99915 0.34
H -5.04798 0.46088 1.13495 0.23
H 0.96105 -2.32681 -0.56175 0.24
H -4.85292 -0.90069 0.04746 0.40
H -3.89522 0.55310 -0.21105 0.27
H -1.78653 1.45934 3.58644 0.36
H 3.80416 -3.25629 -0.41045 0.35
H -3.24116 0.55034 3.77619 0.35
H 1.85396 -0.80138 -2.46256 0.41
H -3.47819 3.06508 3.40334 0.36
H 3.92826 -2.49559 -3.31172 0.39
H 0.48130 0.82149 2.11370 0.29
H -0.99565 -0.04302 0.30582 0.34
H -3.72080 -1.22730 2.28782 0.36
H -2.72751 -1.49745 0.88969 0.32
H -0.38607 2.37048 2.07295 0.41
```

Properties
largest force on an atom: 10.02 eV/Å
multiplicity: 1
E_LUMO: -5.960 eV
net charge: +1
E_HOMO: -0.375 hartree
HOMO-LUMO gap: 0.1558 Eh

# C11H21F3N3O9P

4 unconnected molecules or ions with the total composition C11H21F3N3O9P at a distorted geometry (ωB97M-V/def2-TZVPD, the Open Molecules 2025 dataset).

```
48
Properties=species:S:1:pos:R:3:mulliken_charge:R:1
P 6.19173 6.29942 -2.53955 0.06
F -6.82436 -3.75531 3.94131 -0.28
F 0.39295 -3.77114 1.52633 -0.31
F 0.01713 2.10545 0.33273 -0.28
O -9.88354 -6.20347 1.85294 -0.54
O -8.60712 -4.91329 3.23709 -0.30
O -7.61236 -6.11250 1.59928 -0.31
O -0.56538 -1.93939 -1.40318 -0.53
O -3.34179 -5.88555 2.66406 -0.54
O -2.99329 -3.73518 1.96737 -0.27
O -0.41730 -0.03791 -0.14933 -0.30
O -1.26715 -5.19420 2.01014 -0.32
O 0.77799 -0.20897 -2.06038 -0.36
N 3.18296 5.19130 -0.85766 -0.63
N 3.42518 3.05494 -2.00573 -0.58
N 5.24832 3.72462 -0.53507 -0.56
C 0.95085 1.10477 -1.56827 -0.07
C -2.59591 -5.01300 2.25151 0.59
C -0.10989 -0.82278 -1.21991 0.68
C 4.21217 4.28995 -1.51801 0.12
C -0.88423 -4.09150 1.22000 0.39
C -6.61604 -5.31290 2.20421 -0.09
C -1.82026 -3.01372 1.64886 -0.26
C -7.22779 -4.97517 3.52080 0.30
C 0.57333 0.96472 -0.13315 0.27
C -8.79478 -5.77661 2.19972 0.60
C 4.86866 4.96111 -2.86161 -1.01
H 1.39728 0.65772 0.51982 0.33
H -7.04601 -5.71872 4.30413 0.29
H 4.07426 2.55260 -2.65354 0.24
H -0.95866 -4.35489 0.15952 0.30
H 2.69312 3.48139 -2.63705 0.31
H 6.10422 3.39754 -1.06710 0.28
H -6.43293 -4.42966 1.58312 0.23
H 6.17109 6.13088 -1.10929 0.00
H 5.55127 4.46238 0.15074 0.32
H -2.01039 -2.28738 0.85408 0.12
H 5.30902 4.12073 -3.55661 0.36
H 7.26554 7.28245 -2.33791 0.04
H 3.60689 5.83986 -0.15775 0.29
H 2.47363 4.56798 -0.41094 0.23
H 5.36887 7.37627 -3.08541 0.07
H -1.47089 -2.47823 2.53802 0.28
H 1.98420 1.43840 -1.69586 0.11
H 0.29132 1.78687 -2.11520 0.20
H 7.04756 5.61297 -3.47520 0.05
H 3.98017 5.49434 -3.44268 0.34
H -5.67963 -5.86716 2.31062 0.11
```

Properties
largest force on an atom: 3.25 eV/Å
multiplicity: 1
E_LUMO: 0.285 eV
net charge: 0
E_HOMO: -0.318 hartree
SMILES: O=C1OC[C@@H](F)O1.O=C1OC[C@@H](F)O1.O=C1OC[C@@H](F)O1.NC(N)(N)C[PH4]
HOMO-LUMO gap: 0.3282 Eh

# C11H21N3O4

A single C11H21N3O4 molecule at a distorted geometry (ωB97M-V/def2-TZVPD, the Open Molecules 2025 dataset).

```
39
Properties=species:S:1:pos:R:3:mulliken_charge:R:1
O -3.43454 1.75651 0.52214 -0.63
O -2.46103 -0.05790 -1.67938 -0.64
O -0.65466 1.01066 -0.89553 -0.35
O 0.81898 -1.99572 -1.10749 -0.70
N -5.44198 0.81771 -0.17768 -0.48
N 0.09670 -0.93566 0.68748 -0.24
N 3.46075 -2.03249 -0.24093 -0.64
C 2.57835 -1.00883 0.24254 -0.15
C 4.33759 1.04535 1.54466 -1.33
C -2.27275 -0.70349 1.36822 -0.92
C 4.52163 2.32643 -0.57475 -1.58
C -1.52284 -0.00198 -0.89017 0.20
C -1.31913 -1.03965 0.20965 0.17
C 1.11119 -1.33046 -0.12750 0.45
C 4.19283 0.93849 0.00325 0.65
C 2.81992 0.42050 -0.40209 -0.99
C -4.13785 0.74746 0.32065 0.45
C -3.68657 -0.57530 0.94132 -0.55
H 4.23577 0.11054 2.13591 0.28
H -4.03328 -1.45893 0.35034 0.34
H 4.39711 2.35439 -1.63783 0.41
H -4.28598 -0.70288 1.92161 0.36
H -5.69417 1.76246 -0.50379 0.27
H 0.24785 -0.24306 1.41932 0.35
H -2.12923 -1.49618 2.08408 0.44
H 5.56637 2.48427 -0.39000 0.46
H 2.04154 1.09918 -0.01459 0.23
H -5.80989 -0.00747 -0.63020 0.24
H 2.60140 -0.91158 1.30002 0.42
H -1.12780 1.65559 -1.43692 0.38
H 4.82796 0.11148 -0.40826 0.32
H 2.93946 -2.51756 -1.06205 0.36
H -1.36811 -2.04397 -0.20108 0.30
H 3.46220 1.65212 1.87918 0.29
H 5.23508 1.60832 1.76593 0.42
H 3.56853 -2.73130 0.66539 0.35
H 3.91253 3.13006 -0.11678 0.30
H -1.90191 0.18554 1.96368 0.36
H 2.62220 0.39267 -1.49876 0.41
```

Properties
largest force on an atom: 4.02 eV/Å
multiplicity: 1
E_LUMO: 0.679 eV
net charge: 0
E_HOMO: -0.339 hartree
SMILES: CC(C)C[C@H](N)C(=O)N[C@@H](CCC(N)=O)C(=O)O
HOMO-LUMO gap: 0.3639 Eh
energy above the lowest of the compared OMol25 structures with the same formula, charge and spin: 138.23 kJ/mol